No. 1
Molecular formula: C2H5IS
Method: DFT, the ωB97M-V functional and the def2-TZVPD basis

Last column: Mulliken charge in e.
CARTESIAN COORDINATES (ANGSTROEM)
C 0.58333 -0.75683 0.05925  -1.002
C -0.20044 0.33803 -0.59492  -0.362
S 0.00052 1.91518 0.06883  -0.082
I -2.67143 -0.48291 -0.01261  -0.158
H 0.33383 -1.62983 -0.48495  0.346
H 1.69097 -0.49315 0.20637  0.323
H 0.17345 -0.81609 1.13363  0.363
H -0.21675 0.46275 -1.60297  0.451
H 0.30651 1.46286 1.22737  0.123

- Energy above the lowest of the compared OMol25 structures with the same formula, charge and spin: 21.3 kcal/mol
- SMILES string: C[C@H](S)I



No. 2
Molecular formula: C2H5ISi
Method: DFT, the ωB97M-V functional and the def2-TZVPD basis

Last column: Mulliken charge in e.
CARTESIAN COORDINATES (ANGSTROEM)
I -3.35696 0.27418 -0.16501  -0.198
Si -0.79109 -0.72073 0.00034  0.288
C 0.42119 0.49558 0.68379  -0.711
C 0.70753 0.09429 -0.78328  -0.565
H -0.62237 -1.91819 0.79498  -0.044
H 1.14058 0.02313 1.35140  0.256
H 0.42862 1.52987 0.79103  0.360
H 0.56901 0.73376 -1.63172  0.299
H 1.50349 -0.51188 -1.04152  0.315

- Energy above the lowest of the compared OMol25 structures with the same formula, charge and spin: 18.8 kcal/mol
- SMILES string: I[SiH]1CC1



- energy above the lowest of the compared OMol25 structures with the same formula, charge and spin of number 1 (C2H5IS)?
  21.3 kcal/mol